No. 1
C5H9NO2 | the ωB97M-V functional and the def2-TZVPD basis

```
17
Properties=species:S:1:pos:R:3:lowdin_charge:R:1
C 0.54 0.22 0.03 -0.728
N 0.21 0.75 1.24 0.172
C 0.14 1.55 -1.47 -0.050
C -0.19 -2.13 0.16 0.013
C -0.83 2.45 -1.34 -0.086
C -0.66 -2.52 1.33 -0.013
O -0.34 -0.49 -0.63 -0.043
O 1.87 -0.06 -0.03 0.069
H 2.04 -0.38 -0.93 0.121
H -0.66 0.42 1.61 0.101
H 0.98 1.10 1.80 0.114
H 0.81 1.56 -2.32 0.050
H 0.26 -2.75 -0.60 0.083
H -1.50 2.40 -0.49 0.040
H -0.93 3.28 -2.03 0.041
H -0.72 -3.58 1.61 0.065
H -1.02 -1.82 2.08 0.052
```

As for the lowest unoccupied orbital energy: 0.83 eV. Its spin multiplicity is 1. Its total energy is -400.95499 a.u. Its largest force on an atom is 0.1240 Eh/bohr. The calculation puts the HOMO energy at -7.69 eV. The calculation puts the energy above the lowest of the compared OMol25 structures with the same formula, charge and spin at 139.16 kcal per mole.

=====

No. 2
C26H29Br2CsIN5O2S2 | the ωB97M-V functional and the def2-TZVPD basis

```
68
Properties=species:S:1:pos:R:3:lowdin_charge:R:1
Cs 0.23 -1.19 0.85 0.927
O -0.38 1.59 1.08 -0.505
S -1.75 1.63 0.56 0.512
O -1.92 2.25 -0.73 -0.316
N -2.24 0.15 0.67 -0.295
C -3.47 -0.28 0.20 -0.274
C -4.59 0.51 0.02 -0.020
C -5.83 -0.04 -0.36 -0.078
C -5.99 -1.38 -0.56 -0.062
C -4.87 -2.22 -0.42 -0.163
C -4.95 -3.62 -0.64 -0.020
C -3.83 -4.39 -0.54 -0.061
C -2.61 -3.76 -0.23 -0.168
N -2.49 -2.48 0.01 0.036
C -3.60 -1.69 -0.07 -0.159
C -2.66 2.65 1.70 -0.285
C -2.89 2.18 2.99 -0.058
C -3.59 2.97 3.88 -0.076
C -4.07 4.21 3.49 -0.086
C -3.83 4.67 2.20 -0.076
C -3.13 3.89 1.30 -0.061
H -4.53 1.58 0.18 0.099
H -6.68 0.63 -0.48 0.104
H -6.94 -1.80 -0.84 0.105
H -5.91 -4.05 -0.90 0.115
H -3.86 -5.46 -0.71 0.100
H -1.70 -4.35 -0.18 0.081
H -2.52 1.20 3.27 0.115
H -3.78 2.61 4.89 0.103
H -4.62 4.82 4.19 0.101
H -4.21 5.64 1.90 0.103
H -2.94 4.22 0.29 0.111
Br 2.22 -0.03 3.60 0.573
C 2.89 0.84 2.01 -1.061
Br 3.70 -0.44 0.80 0.566
H 3.65 1.56 2.29 -0.015
H 2.06 1.32 1.51 -0.041
C 4.27 0.62 -2.66 -0.092
N 4.63 1.87 -2.02 -0.225
C 6.02 1.95 -1.62 -0.113
C 3.70 2.65 -1.39 -0.807
S 4.06 3.54 -0.02 0.657
N 2.47 2.67 -1.97 -0.211
C 1.33 3.27 -1.28 -0.089
C 2.31 2.65 -3.42 -0.053
H 4.85 -0.19 -2.21 0.073
H 4.47 0.63 -3.73 0.089
H 3.22 0.40 -2.50 0.077
H 6.63 1.52 -2.41 0.087
H 6.20 1.42 -0.68 0.075
H 6.31 2.99 -1.47 0.061
H 1.36 3.05 -0.22 0.044
H 0.42 2.85 -1.69 0.078
H 1.32 4.36 -1.41 0.095
H 3.27 2.64 -3.91 0.085
H 1.78 3.56 -3.73 0.094
H 1.72 1.79 -3.75 0.092
I 0.21 -5.00 2.65 0.896
C 1.78 -5.11 1.27 -0.790
C 2.67 -6.17 1.30 -0.126
C 3.70 -6.18 0.37 -0.060
C 3.79 -5.14 -0.54 -0.055
C 2.84 -4.13 -0.49 -0.150
N 1.85 -4.11 0.40 -0.029
H 2.56 -6.96 2.03 0.096
H 4.42 -6.99 0.36 0.113
H 4.58 -5.11 -1.28 0.107
H 2.88 -3.30 -1.18 0.105
```

As for the lowest unoccupied orbital energy: -0.09 eV. Its spin multiplicity is 1. Its total energy is -7694.68368 a.u. Its largest force on an atom is 0.0134 Eh/bohr. The calculation puts the HOMO energy at -7.17 eV. The calculation puts the energy above the lowest of the compared OMol25 structures with the same formula, charge and spin at 14.25 kcal per mole.

=====

No. 3
C3H7INO | the ωB97M-V functional and the def2-TZVPD basis

```
13
Properties=species:S:1:pos:R:3:lowdin_charge:R:1
C 1.07 2.90 -0.02 0.043
C -1.89 -1.13 -0.46 -0.010
C -0.38 0.33 0.71 0.109
N -0.70 -0.35 -0.31 -0.003
O 1.54 3.92 -0.14 0.110
I 3.04 -1.08 0.06 0.455
H -1.66 -2.19 -0.36 0.120
H -2.63 -0.86 0.29 0.113
H -2.30 -0.98 -1.46 0.115
H 0.53 0.92 0.73 -0.008
H -1.04 0.36 1.57 0.136
H 4.49 -1.46 0.50 -0.347
H -0.06 -0.37 -1.11 0.166
```

As for the lowest unoccupied orbital energy: -5.02 eV. The net charge is +1. Its spin multiplicity is 1. Its total energy is -545.89902 a.u. Its largest force on an atom is 0.0304 Eh/bohr. The calculation puts the HOMO energy at -13.54 eV. The calculation puts the energy above the lowest of the compared OMol25 structures with the same formula, charge and spin at 16.82 kcal per mole.